No. 1
21
Properties=species:S:1:pos:R:3:forces:R:3 method="wB97M-V/def2-TZVPD" charge=+1 homo_lumo_gap_ev=6.50 lumo_ev=-5.6 e_homo_ev=-12.105 largest_force_ev_per_a=3.61
H -2.358685 2.003194 1.076469 0.4120 -0.0893 -0.6148
H 1.029959 1.892572 0.506715 -0.0029 -0.7396 0.3194
N 2.030659 -1.007236 -0.673411 1.6480 2.0774 -0.9890
C 1.361914 0.999718 -0.019621 -0.6284 2.3538 0.0899
H -1.964992 2.298770 -0.604453 -0.2234 1.0941 -0.5958
C -0.362472 -1.277914 1.617709 -2.4148 1.1117 2.0889
H 2.083728 -1.922470 -0.942121 -0.3814 -2.8784 -0.0042
C 2.063109 1.182052 -1.256673 -0.0120 -1.5096 -1.6065
H 3.252158 -0.279586 -2.283041 -0.9370 -0.1306 0.9853
O 2.182978 2.092985 -2.021439 0.3687 1.7557 -0.1099
C -1.712329 -0.559876 1.043307 2.9699 0.3333 -1.0342
H -2.110101 -0.194079 1.981824 -1.0616 -0.0760 -0.2843
N -1.987505 1.684556 0.171798 0.3492 -0.7646 0.8421
C -2.165083 -1.683890 0.297261 -1.5331 -1.1169 0.4525
N 2.457539 -0.113155 -1.634526 0.6135 0.4949 -0.6859
C 1.343614 -0.317061 0.212349 -1.7437 -1.8797 2.5215
N 0.763594 -1.036320 1.266263 3.4747 -0.1230 -0.9644
C -1.510813 0.495615 -0.034433 -1.8591 0.5821 2.5990
H -0.576634 -1.821580 2.591390 0.0895 0.2768 -1.4085
H -1.450714 0.234614 -1.049938 1.0273 -0.5510 -1.1848
N -2.369923 -2.670911 -0.245427 -0.1554 -0.2212 -0.4163

No. 2
22
Properties=species:S:1:pos:R:3:forces:R:3 method="wB97M-V/def2-TZVPD" charge=-1 homo_lumo_gap_ev=7.65 lumo_ev=2.3 e_homo_ev=-5.381 largest_force_ev_per_a=4.24
S 0.665056 1.907570 0.043872 0.0283 0.2399 0.0511
H -1.465397 -0.628629 1.560823 -0.1086 -0.2498 0.0071
C -0.420532 4.055016 1.627156 -0.4384 -0.9529 0.1811
C -0.712858 -1.740063 -1.497220 -0.5024 -0.1649 -0.2429
H -1.279508 -0.918893 -1.942954 0.0952 0.0102 0.0341
C 1.525895 -0.817926 -1.732346 0.3866 0.0569 -0.3556
H 2.285540 -0.315122 -1.137227 0.0982 -0.0033 -0.0289
H -0.456185 -2.459786 -2.281207 0.0071 -0.0394 0.0224
C -0.408302 2.541861 1.253762 -0.2409 0.1212 0.2091
N 0.488819 -1.292852 -0.863002 -0.6872 3.2171 2.6713
O -1.345848 4.301098 2.405857 -0.3795 0.3377 0.3814
H -1.922862 1.813113 2.566736 -0.0664 0.0922 0.1178
O 1.850854 -3.545639 -0.500258 -0.0354 0.2179 0.0006
C -0.975196 0.280890 1.273920 0.2971 -0.3306 -0.2632
O -0.087737 -3.189831 0.937657 -0.0384 0.2828 -0.0514
H -1.315800 -2.247100 -0.745297 -0.1100 -0.0142 -0.0622
O 0.450106 4.752497 1.121783 0.8191 0.5012 -0.5892
H 1.143411 -0.123008 -2.484140 -0.0322 0.0160 0.0568
C -1.202871 1.571927 1.804835 0.3030 0.4917 -0.1945
C 0.011322 0.389828 0.363528 0.4010 -3.3777 -2.0492
S 1.184209 -2.659962 0.455795 0.2322 -0.4615 0.1278
H 1.987885 -1.674987 -2.232073 -0.0284 0.0097 -0.0234

No. 3
16
Properties=species:S:1:pos:R:3:forces:R:3 method="wB97M-V/def2-TZVPD" charge=0 homo_lumo_gap_ev=10.22 lumo_ev=0.9 e_homo_ev=-9.278 largest_force_ev_per_a=4.68
C 0.836355 -0.886728 -1.022539 -2.2192 0.4119 -0.5996
H 1.331479 1.260310 -1.319691 -0.8842 -0.9355 1.7699
H -1.190527 1.709371 -0.928200 -0.4127 -0.4101 -0.9229
H -0.735993 0.312798 -2.267465 -0.8772 1.2780 0.7007
C 0.604859 0.590781 -0.697977 2.7804 1.6563 -1.3743
O 0.871436 1.445465 1.722386 0.3515 0.3802 0.7251
C -1.325111 -0.509062 -0.256956 -2.2451 3.5421 -0.4617
C 0.480011 0.645302 0.944278 -0.4591 -0.9443 -3.8403
H -0.665233 -1.003729 1.926561 -0.6949 0.2143 0.6460
C -0.776986 0.736049 -1.228039 -0.6786 -2.3655 2.1225
H -2.441092 -0.556705 -0.219421 1.2677 -0.7039 0.2781
C -0.256449 -1.470531 -0.126363 -0.5786 -1.2729 -1.4847
H 1.694730 -1.191211 -0.635388 4.2856 -1.4163 1.2325
H -0.618985 -2.518202 0.035459 1.1800 0.8921 -0.2752
C -0.419886 -0.520239 1.010784 -0.6112 -0.2612 0.8494
H 0.797382 -1.089770 -2.110068 -0.2044 -0.0652 0.6347

No. 4
16
Properties=species:S:1:pos:R:3:forces:R:3 method="wB97M-V/def2-TZVPD" charge=0 homo_lumo_gap_ev="7.35 / 7.34" lumo_ev="-0.7 / -0.7" e_homo_ev="-8.053 / -8.052" largest_force_ev_per_a=0.94
H -0.882314 -0.783282 -2.036904 0.0563 0.0593 0.0411
H 1.562785 -1.752752 -1.154089 -0.0162 0.0380 0.0084
H -1.374529 -1.662599 -0.498102 -0.0278 0.0102 0.0148
H 1.478500 0.848320 2.942052 0.0483 0.1302 0.0648
C 0.840541 0.120154 -0.459698 0.3115 0.8620 -0.0211
C 0.949134 0.894085 2.019969 -0.2896 -0.1376 -0.4635
C 1.546128 -1.197474 -0.216605 -0.2352 -0.0325 0.0307
C 0.323750 0.865341 0.963577 0.2816 -0.5532 0.0843
H -2.932726 2.187101 0.177358 -0.0547 0.0016 0.0491
H 1.044714 -1.779082 0.553818 0.0280 0.0190 -0.0029
O 1.120157 0.880288 -1.347299 -0.2371 -0.4104 0.3522
H -0.790227 1.350074 0.658748 -0.7783 0.2005 -0.4796
C -1.239219 -0.719548 -1.016289 -0.3340 -0.0323 -0.0954
C -1.984535 0.346420 -0.638156 0.5710 -0.4709 0.0278
C -2.239230 1.401871 -0.031514 0.7421 0.2586 0.4048
H 2.577073 -0.998919 0.083135 -0.0659 0.0576 -0.0156

No. 5
17
Properties=species:S:1:pos:R:3:forces:R:3 method="wB97M-V/def2-TZVPD" charge=0 homo_lumo_gap_ev=9.52 lumo_ev=0.4 e_homo_ev=-9.103 largest_force_ev_per_a=3.63
H -2.439604 -1.336887 -3.487011 0.2185 0.2847 0.6510
H -1.297446 -0.423484 0.839800 0.6327 -1.0271 1.5563
C -0.521664 -1.063721 1.476048 -1.4538 0.7973 -1.6454
H 0.513282 1.070261 2.163044 -1.1892 1.1695 0.2456
O -2.500980 -1.102749 -2.539024 -1.8984 -1.6901 -1.2809
C -1.553991 -0.394088 -2.084901 2.7025 2.3383 0.6535
H 2.241568 0.804928 1.908632 -0.1228 -0.2468 0.2415
C -0.691991 0.364922 -1.688560 -1.0110 -0.8443 0.4516
H -0.546251 1.843283 -0.142455 0.4575 -0.9959 -0.4903
C 1.143620 0.441898 0.102035 -3.5360 -0.4853 0.1882
H 2.017148 0.219548 -0.383615 2.1810 -0.1507 -1.0751
C 0.826283 -0.751315 1.053210 1.5617 0.8003 -0.5657
C 1.235044 0.661039 1.526730 2.2782 -1.1595 0.6443
H 0.715731 1.974067 -1.332903 -0.6320 -1.0394 0.4028
H 1.535428 -1.588625 1.068881 -0.1892 0.5490 0.1758
C 0.121330 1.180864 -0.770998 0.4031 1.6941 -0.1541
O -0.797507 -1.899941 2.291088 -0.4031 0.0059 0.0010

No. 6
17
Properties=species:S:1:pos:R:3:forces:R:3 method="wB97M-V/def2-TZVPD" charge=0 homo_lumo_gap_ev=8.17 lumo_ev=0.6 e_homo_ev=-7.526 largest_force_ev_per_a=3.85
H 1.227274 2.609813 -0.247392 -0.1884 0.5778 -0.0556
H -2.697493 -1.219203 -0.659967 -1.9796 -0.9833 -0.4784
O -2.577614 1.411863 -0.185405 -0.7281 -1.2361 0.8464
C 1.406559 -0.690708 -0.149797 0.0228 0.9670 0.7085
C 1.035686 0.566639 -0.007095 -2.1791 1.2429 -0.1406
H 2.677712 1.801297 -0.792771 -0.6272 -0.3364 0.5478
C -0.761679 -1.900077 0.067013 -2.5957 -1.9453 1.3014
H 1.149908 -2.618816 0.686789 -1.0935 0.5100 -0.8098
C -1.693879 0.388114 -0.004068 3.3260 0.3726 -1.0318
H -1.362745 -2.819720 0.376979 1.7910 0.5609 -0.1820
H 2.370975 2.041597 0.874812 1.0511 0.2420 2.6803
C 0.544975 -1.796906 0.205058 1.4136 -1.7084 0.2561
C 1.893155 1.806150 0.005400 -0.8244 -0.7163 -3.5537
H 2.478742 -0.815838 -0.240975 -0.0674 -0.3238 -0.0784
C -1.830899 -0.944068 -0.175247 1.9483 3.3257 -0.0597
H -3.502755 1.137689 0.091704 1.7684 0.2375 -0.4832
O -0.357922 1.042181 0.154955 -1.0379 -0.7866 0.5327